# 1
46
Properties=species:S:1:pos:R:3:forces:R:3:mulliken_charge:R:1 method="wB97M-V/def2-TZVPD" homo_lumo_gap_ev=8.775 de_lowest_kcal_mol=18.0 spin_multiplicity=1 fmax_ev_per_a=1.28 total_energy_ha=-1184.63802 e_homo_ev=-8.154
C 0.69039 1.81874 -4.36484 0.0780 0.1055 0.0354 -1.58
C 0.02040 1.12954 -3.22122 0.0753 -0.1711 0.0288 1.24
C -1.21330 1.56731 -2.75322 0.0013 -0.0609 0.0739 -0.86
C -1.85367 0.93564 -1.70650 0.0124 -0.1092 0.1101 -1.08
C -1.25671 -0.14970 -1.07394 -0.0121 0.1297 -0.3017 0.75
C -0.02587 -0.60170 -1.52952 -0.0863 0.1232 -0.0094 -0.50
C 0.60691 0.02514 -2.59482 -0.2480 0.3266 0.1089 -0.23
N 1.85439 -0.47861 -3.03192 -0.2808 -0.2803 0.0836 0.31
C 3.01400 0.22380 -3.04037 0.5483 0.0257 0.0201 0.47
O 3.15670 1.36251 -2.65844 0.0372 0.2669 0.0910 -0.65
C 4.09252 -0.68487 -3.61418 0.0240 -0.0279 0.0416 -0.69
H 5.03161 -0.55680 -3.08035 -0.0360 0.0918 -0.0226 0.34
C 3.49829 -2.08539 -3.49479 0.0000 0.0316 -0.0642 -0.62
H 3.82361 -2.75541 -4.28789 -0.0142 -0.0469 0.0410 0.36
H 3.77354 -2.52619 -2.53582 -0.0204 -0.0111 -0.0076 0.30
C 1.98944 -1.83033 -3.53993 -0.0555 -0.3159 -0.2623 -0.49
H 1.41995 -2.53721 -2.93354 0.0292 0.0500 -0.0556 0.30
H 1.60575 -1.87877 -4.56790 -0.0091 -0.0726 0.0894 0.28
H 4.25191 -0.39955 -4.65627 0.0158 0.0396 -0.0159 0.25
H 0.44591 -1.45836 -1.06916 0.0612 -0.0761 0.0382 0.54
C -1.97827 -0.80105 0.05740 0.2716 -0.1476 -0.0195 0.20
O -3.18910 -0.90014 0.09232 -0.3061 0.1601 -0.0087 -0.65
N -1.17121 -1.28838 1.03419 0.2258 -0.1338 0.1032 -0.16
H -0.19749 -1.02909 1.03772 -0.0920 0.0850 -0.0748 0.31
C -1.70446 -1.84715 2.25988 -0.1447 -0.0922 0.0432 -1.21
C -1.52850 -0.89984 3.41888 0.1277 -0.1720 0.0786 0.54
C -0.72740 -1.23096 4.49885 -0.1362 -0.0809 -0.2205 -0.77
C -0.53452 -0.35724 5.56793 -0.0846 0.4407 0.2206 -0.87
C -1.16672 0.85885 5.50083 -0.2268 -0.0710 -0.4389 0.95
C -1.97163 1.20312 4.41158 0.3237 -0.2883 0.2977 0.96
C -2.16936 0.34344 3.36217 -0.0347 0.3118 0.2436 -1.02
H -2.79715 0.60700 2.52735 -0.1192 0.0549 -0.1582 0.54
O -2.47522 2.46160 4.60092 -0.0739 -0.3195 -0.3758 -0.49
C -1.96626 2.90130 5.84109 -0.2291 1.1320 0.5449 -0.24
O -1.14880 1.89368 6.39736 0.2230 -0.4293 0.0200 -0.47
H -1.37203 3.81736 5.69230 -0.0927 -0.2635 -0.0185 0.25
H -2.80100 3.11877 6.52669 0.1707 -0.1334 -0.1715 0.24
H 0.08395 -0.61956 6.40946 0.0922 -0.0317 0.1191 0.42
H -0.24168 -2.19488 4.52327 0.0466 -0.1205 -0.0324 0.33
H -2.76741 -2.02382 2.07029 0.1801 -0.0879 0.0480 0.39
H -1.21047 -2.80134 2.46640 -0.1136 0.0670 0.0335 0.41
H -2.81951 1.27168 -1.36204 -0.1004 0.0155 0.0251 0.49
H -1.68224 2.41508 -3.23085 -0.0327 0.0852 -0.0533 0.38
H 1.05614 1.09670 -5.09388 0.0372 -0.0154 -0.0894 0.31
H 0.00502 2.50370 -4.85671 -0.0520 0.0021 -0.0703 0.45
H 1.54952 2.38137 -3.99879 0.0198 0.0139 -0.0686 0.30

---

# 2
51
Properties=species:S:1:pos:R:3:forces:R:3:mulliken_charge:R:1 method="wB97M-V/def2-TZVPD" homo_lumo_gap_ev=7.575 de_lowest_kcal_mol=423.7 spin_multiplicity=1 fmax_ev_per_a=19.72 total_energy_ha=-1883.07068 e_homo_ev=-7.783
O 2.00192 0.79385 1.95975 -0.6832 0.0115 -0.1288 -0.70
C 1.03428 1.32079 2.50738 4.7430 1.1038 -0.5270 0.93
N 1.18383 2.49239 3.11486 -2.5022 4.8702 4.9084 -0.12
C 2.24686 3.43028 3.38673 0.6184 2.9891 0.3257 0.50
C 1.93593 4.71297 4.19372 5.4977 -3.9950 -2.3917 -1.02
C 3.14647 5.50048 4.49185 -2.5585 -2.9691 -0.8020 -0.62
C 4.37904 5.15174 4.00882 -0.3100 -1.0249 -4.7090 0.52
C 4.54230 4.17011 2.95575 2.1006 -1.0882 1.8506 0.12
C 3.56277 3.26052 2.77716 -2.3346 -2.7807 -0.7528 -0.31
H 3.62939 2.26328 2.21776 0.2738 1.8238 0.5747 0.40
O 6.02902 4.02112 2.47601 -4.4714 2.9019 1.9868 -0.41
C 6.56659 5.31902 2.99705 -2.2625 -3.7764 2.5047 -0.12
O 5.35715 6.02162 3.86840 5.2211 0.6840 -0.4957 -0.46
H 7.39591 4.85081 3.62861 -0.9099 2.0073 -0.4191 0.24
H 6.77039 5.91173 2.15714 0.3832 1.3709 -0.5507 0.28
H 3.08042 6.33308 5.09692 -0.2215 1.7249 1.1539 0.49
H 1.04441 4.73885 4.73663 -1.3189 0.5858 0.5954 0.34
H 0.38219 2.86033 3.84815 2.0941 -1.8083 -2.9014 0.19
C -0.25529 0.72642 2.57584 2.8970 -2.8840 6.8740 -1.01
H -0.95506 1.38875 2.52214 -4.9010 3.5432 -1.8905 0.61
H -0.40619 0.47958 3.73566 0.5409 0.1609 -1.8870 0.42
O -0.13950 -0.43947 1.97907 -2.1607 -3.5786 -5.0025 -0.33
C -0.32713 -0.15198 0.53886 1.6876 -6.0742 2.8897 0.00
O -0.52349 0.90319 0.25057 -1.9799 9.7873 -2.2725 -0.45
C -0.25626 -1.14064 -0.49779 6.2809 -5.9291 17.4821 0.89
C 0.16586 -2.55076 0.17752 -0.3273 9.0956 3.6758 -0.21
C 0.17048 -3.60051 -0.46331 3.9691 -9.4361 -7.1283 -0.77
C 0.00933 -3.56540 -2.03740 -0.9336 1.5861 6.6739 -0.16
C -0.53711 -2.39848 -2.26822 -1.4761 -2.6234 -8.3070 -0.35
C -0.72893 -1.31416 -1.55815 -5.6072 6.9997 -11.8338 -0.33
H -1.00853 -0.29494 -2.11497 -0.1439 -2.2591 0.8177 0.17
S -1.26802 -2.20709 -4.10597 3.8169 -16.6041 3.3581 1.00
O -0.60887 -3.43549 -4.84970 -2.4661 4.8706 2.1950 -0.72
O -1.26383 -0.95004 -4.50341 0.1180 10.1070 -3.6969 -0.54
N -2.87036 -2.68997 -3.82415 9.9350 -8.9254 -7.1826 0.22
C -3.51810 -1.80431 -3.36057 -12.5560 12.4299 8.7600 -0.03
H -3.47155 -0.63577 -3.75923 0.0768 -3.4024 0.9850 0.19
C -5.02898 -2.28993 -3.36638 -0.7992 14.4896 -7.6416 -0.81
H -5.74392 -1.42082 -2.94888 1.6489 -2.0925 0.2637 0.30
O -5.22813 -3.40507 -3.02007 -5.2286 -10.7592 6.1682 -0.23
C -4.66689 -4.50092 -3.62449 4.3800 4.7906 -3.8853 -0.56
H -4.69417 -5.42221 -3.15442 -1.2962 -1.5968 0.9522 0.39
C -3.09740 -4.02133 -3.35596 -3.0321 -1.1397 -4.4152 -1.15
H -2.57166 -4.70962 -3.90492 1.9626 -1.2632 -1.3714 0.51
H -2.83225 -4.07350 -2.39685 0.4658 -0.4298 4.2906 0.73
H -4.94243 -4.38114 -4.84891 0.8634 -0.9176 3.1979 0.32
H -5.44667 -2.06194 -4.52760 1.1001 -0.9000 1.4769 0.27
H -3.65474 -1.81424 -2.10476 1.7621 0.7028 -1.6321 0.07
H 0.02633 -4.33892 -2.69174 0.4725 -2.1805 -1.7214 0.68
H 0.86621 -4.50318 -0.11960 -2.2438 1.6011 -0.2717 0.22
H 0.51840 -2.52910 1.20510 -0.1850 0.2008 -0.1433 0.40

---

# 3
47
Properties=species:S:1:pos:R:3:forces:R:3:mulliken_charge:R:1 method="wB97M-V/def2-TZVPD" homo_lumo_gap_ev=7.476 de_lowest_kcal_mol=37.0 spin_multiplicity=1 fmax_ev_per_a=0.84 total_energy_ha=-1541.83196 e_homo_ev=-7.606
C 2.51928 -2.07117 1.75374 0.0514 -0.1054 0.1589 -0.90
H 1.48370 -2.18350 1.44358 -0.0737 -0.0219 -0.1140 0.14
C 2.62470 -1.90685 3.26570 0.0142 0.2052 -0.0920 -0.43
C 2.11279 -0.55798 3.77016 -0.1380 -0.2780 0.0058 -0.73
H 2.65043 0.25234 3.27472 0.0543 0.0450 0.1069 0.34
H 2.30687 -0.48995 4.84210 -0.0132 0.0877 0.0192 0.37
C 0.61690 -0.33224 3.54132 0.3559 0.1487 0.4554 -0.59
N 0.33922 0.06708 2.18834 -0.4076 -0.2439 -0.2909 0.73
C -0.55144 -0.47648 1.33098 -0.3608 0.0301 -0.6312 -0.61
N -1.35160 -1.49624 1.55045 0.3132 0.1339 0.3854 -0.60
C -2.13994 -1.84485 0.52445 0.1150 0.3222 -0.3991 -0.55
C -3.02335 -2.93746 0.70330 -0.3050 -0.2111 -0.2436 -0.41
C -3.84900 -3.33879 -0.29761 0.0747 0.0090 0.1409 -0.62
C -3.85190 -2.67693 -1.55294 0.2136 0.3401 -0.1881 0.67
C -3.01107 -1.61745 -1.76382 -0.4522 -0.3212 -0.3515 -0.28
C -2.13854 -1.17390 -0.74256 0.1381 -0.0250 0.3548 0.39
C -1.26851 -0.09038 -0.94182 0.1233 -0.0486 0.3329 -0.25
C -0.45652 0.27020 0.10875 -0.1338 -0.3457 0.3037 1.50
C 0.55390 1.24192 0.40124 -0.0499 -0.4713 0.6956 -0.31
N 0.99326 1.10050 1.62543 0.2885 0.5942 -0.3692 -1.03
N 1.00461 2.19637 -0.48801 -0.1366 0.0433 -0.1911 0.07
C 2.07941 3.02928 -0.30151 0.1594 -0.0163 0.1492 0.43
O 2.78242 3.02403 0.68257 -0.0556 0.0201 -0.0894 -0.62
C 2.32060 3.95043 -1.42507 0.0851 0.4666 -0.6118 0.19
C 3.32368 4.87987 -1.47403 -0.2923 -0.4035 0.2192 -0.45
C 3.32645 5.63192 -2.66409 -0.0821 0.0579 -0.2123 -0.49
C 2.32780 5.27094 -3.51220 -0.2338 -0.2425 0.0375 -0.36
S 1.36215 4.00534 -2.87493 0.4773 0.2790 0.2649 -0.23
H 2.09326 5.66952 -4.47946 -0.0031 0.1167 -0.1906 0.44
H 4.03848 6.40734 -2.88191 0.1002 0.1309 -0.0626 0.40
H 4.02533 5.00266 -0.66945 0.0972 -0.0246 0.1776 0.47
H 0.50059 2.24260 -1.36206 0.1118 0.0071 0.1969 0.11
H -1.25131 0.42706 -1.89243 -0.0252 0.0102 -0.0911 0.46
H -2.98549 -1.09030 -2.70575 -0.0565 -0.0052 -0.1123 0.44
O -4.72990 -3.18594 -2.46003 0.0439 -0.1350 0.3464 -0.45
C -4.79770 -2.58984 -3.73160 -0.0022 0.0990 -0.1929 -0.81
H -5.10136 -1.53980 -3.66662 0.0272 -0.0310 0.0072 0.32
H -3.84023 -2.65877 -4.25838 -0.0241 0.0144 0.0309 0.32
H -5.55240 -3.14957 -4.28152 0.0613 0.0699 -0.0015 0.24
H -4.52653 -4.16892 -0.17327 -0.0679 -0.1060 0.0538 0.44
H -3.01519 -3.43471 1.66012 -0.0055 -0.0581 0.0978 0.47
H 0.03856 -1.24058 3.72287 -0.0025 0.0913 0.0104 0.27
H 0.26609 0.45828 4.21447 -0.0650 -0.1304 -0.0404 0.27
H 2.07220 -2.71179 3.75664 0.0506 -0.0484 0.0838 0.27
H 3.67318 -1.99966 3.55857 -0.0156 -0.0673 0.0574 0.34
H 3.06250 -2.95770 1.43285 0.0163 -0.0693 -0.0944 0.40
H 2.94361 -1.20592 1.24876 0.0296 0.0871 -0.1230 0.23

---

# 4
52
Properties=species:S:1:pos:R:3:forces:R:3:mulliken_charge:R:1 method="wB97M-V/def2-TZVPD" homo_lumo_gap_ev=3.987 de_lowest_kcal_mol=52.0 spin_multiplicity=1 fmax_ev_per_a=1.93 total_energy_ha=-6314.02034 total_charge=-2 e_homo_ev=-0.446
Na -0.32044 -0.66379 -0.20790 0.0434 -0.1040 -0.0353 0.70
C -0.14373 3.07957 0.71186 0.0298 -0.0466 -0.0303 -1.04
C -0.96942 3.50436 -0.50083 -0.0188 0.0808 -0.0053 -1.02
C -2.10097 2.60785 -0.95587 -0.0170 0.0098 0.0972 0.71
C -3.21526 3.19940 -1.54814 0.0116 0.0028 0.0095 -0.87
C -4.25760 2.39405 -1.97550 -0.0072 -0.0007 -0.0093 -0.23
C -4.15870 1.02781 -1.78920 -0.0094 -0.0265 0.0024 -0.92
C -3.01643 0.51960 -1.18558 0.0551 0.0213 -0.0271 -0.07
N -2.00319 1.29355 -0.77952 -0.0020 0.0298 -0.0913 0.21
N 0.87621 2.06231 0.49723 -0.0392 0.0176 0.0414 1.31
C 1.53052 1.73116 1.74847 0.0423 0.0357 0.0180 -1.45
C 0.76470 0.79597 2.66376 0.0148 0.0437 -0.1019 0.90
C 1.35983 0.35684 3.84318 -0.0241 0.0407 0.0290 -1.04
C 0.67717 -0.55765 4.62504 0.0224 0.0098 0.0129 -0.17
C -0.56503 -1.00549 4.20524 -0.0486 -0.0026 -0.0076 -0.94
C -1.08164 -0.51345 3.01613 0.0989 0.0311 0.0556 -0.24
N -0.43032 0.38400 2.26862 0.0092 -0.1556 -0.0080 0.00
C 1.85841 2.41412 -0.50081 -0.0127 0.0437 -0.0297 -0.82
C 2.68381 1.23161 -0.96499 0.0495 -0.0361 0.0407 0.43
C 3.91252 1.43525 -1.58258 -0.0022 0.0167 0.0009 -1.12
C 4.60058 0.33136 -2.06279 -0.0002 -0.0118 0.0012 -0.25
C 4.04828 -0.92706 -1.89638 -0.0124 0.0138 0.0197 -0.88
C 2.82519 -1.04308 -1.24372 0.0115 -0.0166 -0.0265 -0.32
N 2.16204 0.02420 -0.79000 -0.0120 0.0027 0.0062 0.25
H -0.81550 2.69431 1.47967 -0.0179 -0.0129 -0.0161 0.36
H 0.33275 3.99722 1.11699 0.0029 -0.0070 0.0143 0.46
H -0.32233 3.71567 -1.35628 0.0002 -0.0248 -0.0088 0.33
H -1.41243 4.47157 -0.24433 0.0052 0.0015 -0.0083 0.37
H -3.25843 4.27671 -1.66176 -0.0021 0.0007 0.0004 0.37
H -5.13522 2.83143 -2.43844 -0.0011 -0.0008 0.0024 0.36
H -4.94312 0.34686 -2.08914 -0.0033 0.0068 -0.0080 0.44
H -2.90779 -0.54119 -0.99213 0.0138 -0.0134 -0.0779 0.26
H 1.78450 2.65572 2.30544 0.0149 -0.0146 0.0176 0.35
H 2.47874 1.24041 1.52130 -0.0159 -0.0152 -0.0174 0.46
H 2.34826 0.70695 4.11840 0.0004 0.0002 0.0002 0.39
H 1.12164 -0.93708 5.53802 0.0008 0.0007 -0.0007 0.38
H -1.11696 -1.75088 4.76119 0.0026 -0.0006 0.0040 0.39
H -2.00662 -0.88352 2.59040 -0.0414 0.0216 0.0425 0.47
H 2.53808 3.21899 -0.15343 -0.0025 0.0020 -0.0151 0.20
H 1.34782 2.80070 -1.38301 -0.0133 -0.0004 0.0079 0.30
H 4.31195 2.43814 -1.68496 -0.0008 -0.0014 -0.0067 0.41
H 5.55710 0.45627 -2.55849 -0.0016 0.0006 -0.0012 0.36
H 4.54444 -1.81640 -2.26077 -0.0024 -0.0023 -0.0029 0.42
H 2.32606 -1.99620 -1.05318 -0.0213 -0.0131 -0.0095 0.57
O -0.48333 -1.83990 -2.24242 -0.0409 -0.0384 0.2076 -0.76
Se -0.20337 -3.29639 -1.48610 -0.1033 -0.3050 -0.2739 1.21
O 0.52930 -4.35083 -2.50020 0.2400 0.2406 0.0746 -0.80
O 0.78396 -2.89365 -0.20556 -0.0667 0.0255 -0.0473 -0.82
O -1.60507 -3.95376 -0.93611 0.5520 -0.3280 -0.5414 -0.63
Se -4.32068 -3.88321 0.53258 0.2488 -0.1019 -0.1777 -0.56
C -2.82300 -2.78022 0.37180 -1.4251 0.6458 1.1309 0.03
N -2.30171 -1.76790 0.64228 0.4954 -0.0657 -0.2521 -0.46